A cluster of 8 separate species, C24H42F2O24 in total in a non-equilibrium geometry. Source: the Open Molecules 2025 dataset; level of theory: wB97M-V/def2-TZVPD.

Positions of all 92 atoms, in Å:
O: 12.672 3.970 -23.076
C: 12.498 3.181 -22.212
O: 13.268 2.101 -21.991
C: 12.851 1.445 -20.828
C: 11.444 2.021 -20.581
F: 11.169 2.226 -19.280
O: 11.498 3.250 -21.320
H: 12.850 0.361 -20.741
H: 13.441 1.816 -19.979
H: 10.603 1.563 -21.119
O: 2.894 6.550 -19.350
C: 3.362 7.574 -19.701
O: 2.957 8.360 -20.708
C: 3.663 9.587 -20.708
C: 4.721 9.373 -19.654
F: 4.685 10.363 -18.719
O: 4.451 8.125 -19.107
H: 4.021 9.805 -21.713
H: 2.975 10.395 -20.445
H: 5.719 9.384 -20.091
C: 14.321 3.013 -30.502
O: 14.302 2.887 -29.098
C: 13.803 3.836 -28.330
O: 13.418 4.925 -28.668
O: 13.927 3.398 -27.060
C: 13.588 4.338 -26.050
H: 13.988 2.100 -30.994
H: 15.358 3.190 -30.792
H: 13.704 3.816 -30.905
H: 14.398 5.069 -26.045
H: 13.580 3.825 -25.091
H: 12.611 4.797 -26.202
C: 13.661 7.730 -26.503
O: 13.261 8.922 -25.860
C: 13.856 10.052 -26.231
O: 14.658 10.182 -27.097
O: 13.383 10.988 -25.416
C: 13.936 12.268 -25.554
H: 14.735 7.543 -26.466
H: 13.351 7.739 -27.547
H: 13.136 6.903 -26.041
H: 13.181 13.051 -25.445
H: 14.352 12.580 -26.516
H: 14.711 12.485 -24.819
C: 8.602 4.861 -26.819
O: 7.619 4.826 -27.869
C: 7.973 4.263 -29.008
O: 9.046 3.763 -29.253
O: 6.918 4.255 -29.833
C: 7.103 3.969 -31.208
H: 8.432 3.965 -26.222
H: 8.323 5.751 -26.267
H: 9.630 4.878 -27.171
H: 6.501 3.104 -31.478
H: 8.174 3.837 -31.368
H: 6.772 4.798 -31.835
C: 7.575 6.629 -21.164
O: 8.870 6.463 -21.671
C: 9.078 6.403 -22.981
O: 8.242 6.481 -23.838
O: 10.375 6.107 -23.098
C: 10.920 6.056 -24.441
H: 6.716 6.569 -21.831
H: 7.512 7.573 -20.613
H: 7.336 5.942 -20.347
H: 11.989 6.168 -24.308
H: 10.462 6.880 -24.982
H: 10.666 5.093 -24.877
C: 5.256 6.689 -16.112
O: 6.312 6.112 -16.894
C: 7.317 6.909 -17.202
O: 7.347 8.094 -16.974
O: 8.288 6.154 -17.712
C: 9.561 6.771 -17.821
H: 5.015 7.659 -16.536
H: 5.632 6.764 -15.091
H: 4.370 6.063 -16.074
H: 9.512 7.861 -17.803
H: 10.173 6.500 -18.678
H: 10.160 6.555 -16.932
C: 8.609 8.474 -26.679
O: 9.185 9.616 -27.287
C: 10.235 9.477 -28.096
O: 10.935 10.417 -28.372
O: 10.353 8.248 -28.567
C: 11.427 7.977 -29.440
H: 9.344 7.697 -26.486
H: 7.825 8.061 -27.318
H: 8.135 8.744 -25.738
H: 11.246 8.142 -30.505
H: 11.609 6.899 -29.427
H: 12.371 8.445 -29.178

As for the highest occupied orbital energy: -0.386 Eh. The calculation puts the gap between HOMO and LUMO at 10.9 eV. The value obtained for the maximum force is 0.052 hartree/bohr.

***

The molecule C15H24N4O2S2 in a non-equilibrium geometry. Source: the Open Molecules 2025 dataset; level of theory: wB97M-V/def2-TZVPD.

Positions of all 47 atoms, in Å:
C: 0.968 -3.860 4.132
C: -0.115 -2.941 3.582
C: -1.306 -3.737 3.027
C: -0.905 -4.521 1.807
O: -0.675 -5.706 1.811
N: -0.753 -3.836 0.614
C: -0.956 -2.551 0.214
N: -0.587 -2.166 -0.962
N: -0.865 -0.902 -1.239
C: -1.461 -0.274 -0.284
S: -1.940 1.384 -0.298
C: -1.374 1.905 -1.954
C: -0.365 3.051 -1.884
O: -0.747 4.164 -2.201
N: 0.902 2.799 -1.494
C: 1.403 1.493 -1.095
C: 1.462 1.323 0.429
C: 2.762 1.207 -1.749
C: 3.753 2.344 -1.542
C: 3.149 3.623 -2.105
C: 1.803 3.954 -1.459
C: 1.944 4.532 -0.051
S: -1.747 -1.267 1.142
H: 1.328 -4.537 3.361
H: 0.579 -4.457 4.952
H: 1.809 -3.275 4.499
H: -0.479 -2.287 4.377
H: 0.306 -2.307 2.799
H: -2.134 -3.068 2.792
H: -1.639 -4.454 3.779
H: -0.403 -4.423 -0.140
H: -1.015 1.018 -2.470
H: -2.256 2.302 -2.458
H: 0.713 0.739 -1.478
H: 2.355 1.767 0.854
H: 0.594 1.777 0.900
H: 1.471 0.261 0.669
H: 3.150 0.274 -1.339
H: 2.610 1.066 -2.821
H: 3.984 2.466 -0.483
H: 4.688 2.116 -2.057
H: 3.823 4.467 -1.953
H: 3.003 3.499 -3.180
H: 1.306 4.716 -2.069
H: 2.547 3.904 0.597
H: 0.961 4.655 0.395
H: 2.414 5.510 -0.112

As for the highest occupied orbital energy: -0.318 Eh. The calculation puts the gap between HOMO and LUMO at 9.0 eV. The value obtained for the maximum force is 0.036 hartree/bohr.

***

A structure of composition C35H22N7O2STi in a non-equilibrium geometry. Source: the Open Molecules 2025 dataset; level of theory: wB97M-V/def2-TZVPD.

Positions of all 68 atoms, in Å:
Ti: 11.958 11.296 9.413
O: 18.784 12.896 8.807
C: 18.356 11.716 8.825
O: 18.958 10.636 8.883
C: 16.833 11.598 8.895
C: 16.136 10.401 8.688
C: 14.773 10.349 8.822
N: 14.095 11.414 9.272
C: 14.733 12.581 9.410
C: 16.050 12.705 9.191
C: 13.871 13.654 9.943
C: 14.347 14.898 10.323
C: 13.477 15.860 10.813
C: 12.169 15.524 11.033
C: 11.747 14.273 10.644
N: 12.577 13.365 10.101
C: 13.920 9.131 8.718
C: 14.375 7.918 8.232
C: 13.506 6.843 8.145
C: 12.196 7.007 8.534
C: 11.791 8.231 8.965
N: 12.639 9.275 9.057
H: 16.665 9.486 8.446
H: 16.531 13.629 9.221
H: 15.368 15.135 10.193
H: 13.809 16.831 11.061
H: 11.545 16.261 11.442
H: 10.727 13.912 10.763
H: 15.410 7.809 7.911
H: 13.846 5.904 7.694
H: 11.504 6.166 8.437
H: 10.799 8.433 9.365
C: 13.915 10.455 13.454
C: 13.680 10.870 12.147
N: 12.508 10.733 11.566
C: 11.470 10.387 12.328
C: 11.578 10.028 13.718
C: 12.873 10.002 14.229
C: 10.392 9.748 14.463
C: 9.175 9.791 13.839
C: 9.058 10.151 12.463
C: 10.173 10.385 11.706
N: 10.161 10.775 10.383
C: 9.128 10.538 9.411
C: 8.191 9.526 9.334
C: 7.347 9.461 8.183
C: 7.357 10.423 7.200
C: 8.374 11.433 7.227
C: 8.512 12.412 6.254
C: 9.380 13.494 6.496
C: 10.199 13.479 7.608
N: 10.099 12.541 8.548
C: 9.174 11.541 8.373
H: 14.958 10.502 13.800
H: 14.561 11.248 11.607
H: 13.116 9.665 15.292
H: 10.454 9.526 15.526
H: 8.286 9.585 14.413
H: 8.063 10.260 11.997
H: 8.144 8.735 10.103
H: 6.601 8.651 8.145
H: 6.741 10.305 6.353
H: 7.881 12.419 5.378
H: 9.504 14.227 5.770
H: 10.827 14.351 7.758
S: 11.487 10.518 4.814
C: 11.824 11.044 6.290
N: 12.075 11.300 7.396

As for the highest occupied orbital energy (alpha / beta): -0.270 / -0.285 Eh. The calculation puts the gap between HOMO and LUMO (alpha / beta) at 6.3 / 6.7 eV. Its multiplicity is 2. The value obtained for the maximum force is 0.054 hartree/bohr.